# C18H23CaI2N6O2S2Se2Te2

A molecular structure, C18H23CaI2N6O2S2Se2Te2 (ωB97M-V/def2-TZVPD, OMol25).

Computed properties:
molar mass = 1126.6 g/mol
net charge = -1
strongest force on any atom = 0.50 eV/Å
HOMO level = -3.622 eV
energy relative to the best compared isomer or geometry (same formula, charge and spin) = 7.6 kcal/mol

Element x y z (Å)
Ca -0.406 -0.807 1.387
I 4.539 4.969 -0.563
C 3.343 3.251 -0.520
C 2.409 3.038 -1.522
C 1.615 1.909 -1.456
I 0.147 1.577 -2.913
C 1.687 0.958 -0.406
O 0.912 -0.062 -0.360
C 2.659 1.228 0.601
C 2.762 0.284 1.770
N 1.535 0.267 2.580
C 1.128 1.560 3.133
C 0.357 2.385 2.124
C 0.690 3.706 1.854
C -0.047 4.400 0.911
C -1.100 3.759 0.276
C -1.363 2.442 0.609
N -0.650 1.764 1.506
C 3.467 2.348 0.526
H 2.294 3.741 -2.336
H 3.633 0.573 2.374
H 2.924 -0.737 1.412
H 1.616 -0.416 3.329
H 1.981 2.145 3.502
H 0.468 1.353 3.979
H 1.538 4.162 2.348
H 0.208 5.423 0.662
H -1.693 4.256 -0.479
H -2.175 1.898 0.139
H 4.190 2.528 1.313
Se -0.486 -1.512 4.402
Te -1.668 -3.649 3.845
Te -0.450 -4.098 1.443
Se -2.129 -4.471 -0.376
C -4.056 -1.952 -2.710
C -4.380 -1.518 -1.331
N -5.557 -1.461 -0.802
N -5.322 -1.038 0.484
C -4.022 -0.859 0.775
S -3.295 -0.496 2.227
N -3.421 -1.108 -0.430
N -2.042 -1.202 -0.575
H -4.973 -2.252 -3.209
H -3.366 -2.798 -2.666
H -3.585 -1.146 -3.276
H -6.066 -1.012 1.156
H -1.841 -2.221 -0.719
H -1.741 -0.667 -1.387
C 1.444 -4.298 -2.339
S 1.504 -2.775 -1.387
C 2.389 -1.798 -2.609
O 2.472 -3.011 -0.275
H 2.461 -4.646 -2.517
H 0.913 -4.112 -3.273
H 0.881 -5.015 -1.743
H 1.732 -1.591 -3.454
H 3.289 -2.329 -2.919
H 2.647 -0.864 -2.115

Cartesian forces, eV/Å:
-0.265 -0.017 0.421
-0.027 -0.029 -0.002
0.014 0.064 -0.058
0.030 0.000 0.047
-0.099 -0.057 0.028
0.042 0.023 0.016
-0.067 0.120 -0.087
-0.162 -0.121 0.195
0.060 -0.094 0.022
0.075 0.081 -0.045
0.064 0.168 -0.127
0.075 -0.081 -0.082
0.146 -0.074 0.043
-0.095 0.017 -0.019
-0.010 -0.001 -0.009
0.007 0.014 -0.008
-0.006 -0.013 0.024
0.072 -0.052 0.024
-0.020 -0.027 0.024
0.004 0.004 -0.003
-0.013 0.010 0.016
-0.024 0.000 -0.027
-0.032 -0.002 -0.010
0.023 -0.004 -0.005
-0.001 -0.003 -0.008
-0.007 0.003 0.014
0.004 -0.001 -0.003
-0.004 0.001 0.005
0.000 -0.006 0.005
0.005 -0.007 -0.003
-0.070 0.058 -0.084
-0.066 -0.007 0.012
0.189 -0.083 -0.102
-0.069 0.019 -0.010
-0.004 0.003 0.022
0.025 0.028 -0.004
-0.012 0.025 0.025
-0.014 -0.016 0.003
0.033 -0.052 -0.024
0.009 0.135 -0.109
-0.020 -0.022 0.024
0.157 -0.132 -0.195
0.000 0.000 0.001
0.006 -0.004 -0.011
0.006 0.001 0.004
0.006 0.000 -0.008
0.018 0.028 -0.013
0.032 0.058 0.059
-0.013 -0.017 0.079
-0.013 0.041 0.018
-0.026 0.029 0.043
0.036 0.017 -0.052
0.007 0.013 -0.006
-0.009 -0.010 0.000
-0.007 -0.005 -0.020
0.012 -0.011 -0.017
-0.003 -0.018 0.007
0.002 0.009 -0.029

Charge distribution, Löwdin scheme, values in e: 0.85, 0.79, -0.76, -0.25, -0.62, 0.89, -0.50, -0.33, -0.16, -0.14, -0.17, -0.16, -0.26, -0.02, -0.06, -0.07, -0.15, 0.05, -0.14, 0.08, 0.12, 0.12, 0.01, 0.12, 0.10, 0.12, 0.11, 0.10, 0.10, 0.10, -0.36, 0.04, 0.09, -0.29, -0.01, -0.36, 0.12, 0.02, -0.79, 0.55, -0.11, 0.00, 0.08, 0.05, 0.08, 0.14, -0.10, 0.06, -0.27, 0.71, -0.26, -0.57, 0.05, 0.05, 0.02, 0.04, 0.06, 0.03

# C9H12B2ClCrF8O13

A molecular structure, C9H12B2ClCrF8O13 (ωB97M-V/def2-TZVPD, OMol25).

Computed properties:
molar mass = 589.2 g/mol
net charge = 0
strongest force on any atom = 2.60 eV/Å
HOMO level (spin up / spin down) = -10.159 / -10.158 eV
expectation value of S² = 3.769
energy relative to the best compared isomer or geometry (same formula, charge and spin) = 0.0 kcal/mol
multiplicity = 4

Element x y z (Å)
Cr -1.774 0.806 0.486
Cl -0.573 4.014 0.275
O 0.587 3.753 -0.531
O -1.391 5.014 -0.316
O -1.378 2.781 0.318
O -0.196 4.326 1.616
B -2.601 0.929 2.827
F -3.400 0.825 3.906
F -2.099 -0.317 2.348
F -3.260 1.463 1.644
F -1.463 1.699 3.029
B -3.751 0.005 -1.195
F -3.663 -0.470 0.134
F -3.037 -0.813 -2.052
F -5.033 0.167 -1.590
F -2.962 1.229 -1.061
C 3.279 -0.456 2.380
C 3.493 -0.471 0.863
O 2.168 -0.315 0.360
C 1.409 0.249 1.310
O 0.261 0.547 1.188
O 2.025 0.232 2.487
H 3.987 0.063 3.014
H 3.145 -1.486 2.718
H 3.912 -1.402 0.494
H 4.135 0.354 0.545
C -0.924 -4.786 -0.152
C -0.224 -4.491 1.187
O -0.580 -3.126 1.429
C -1.059 -2.566 0.318
O -1.292 -1.405 0.201
O -1.231 -3.470 -0.649
H -1.854 -5.343 -0.089
H -0.225 -5.206 -0.870
H 0.863 -4.494 1.068
H -0.461 -5.155 2.011
C 1.596 1.729 -3.968
C 2.378 2.172 -2.727
O 1.638 1.578 -1.661
C 0.437 1.196 -2.103
O -0.444 0.819 -1.385
O 0.323 1.359 -3.418
H 2.037 0.834 -4.407
H 1.436 2.513 -4.698
H 2.348 3.255 -2.593
H 3.419 1.861 -2.692

Cartesian forces, eV/Å:
0.845 1.642 -1.824
1.499 1.246 0.541
-0.235 -0.083 0.000
-0.069 -0.295 0.126
-1.469 -2.011 -0.003
-0.213 -0.088 -0.465
0.741 0.216 2.085
-0.250 -0.031 -0.352
-0.226 -0.290 -0.088
0.373 -0.009 -0.464
-0.390 0.214 -0.090
-0.397 -1.649 -0.943
0.073 -0.329 0.344
-0.098 0.138 0.126
0.031 0.611 0.086
0.350 0.685 0.616
-0.491 -0.458 -0.372
0.759 0.323 0.447
-0.112 0.340 -0.228
-0.012 -1.422 0.602
-0.402 0.644 -0.122
0.039 0.441 0.226
0.257 0.036 -0.274
-0.085 0.135 0.303
-0.116 -0.058 -0.011
-0.234 0.072 -0.194
0.416 0.431 -0.042
0.452 0.146 -0.739
-0.080 -0.021 0.747
-0.109 -0.535 -0.166
0.126 0.556 -0.374
-0.045 0.116 0.103
0.061 -0.124 0.085
-0.220 -0.381 0.017
-0.028 -0.169 -0.057
-0.436 0.262 0.102
0.266 -0.300 0.412
-0.256 0.735 -0.176
0.223 -0.593 -0.072
0.301 0.889 0.359
-0.468 -0.579 0.066
-0.205 -0.193 -0.049
-0.053 0.088 -0.246
0.055 -0.020 -0.072
-0.091 -0.032 0.060
-0.077 -0.294 -0.029

Charge distribution, Löwdin scheme, values in e: 1.34, 0.73, -0.30, -0.26, -0.40, -0.27, -1.21, 0.23, 0.10, 0.10, 0.16, -1.20, 0.11, 0.16, 0.22, 0.07, -0.07, -0.09, 0.08, -0.51, 0.11, 0.11, 0.14, 0.13, 0.13, 0.14, -0.07, -0.08, 0.09, -0.52, 0.11, 0.10, 0.14, 0.13, 0.13, 0.13, -0.07, -0.09, 0.04, -0.53, 0.11, 0.11, 0.13, 0.14, 0.13, 0.13